No. 1
{
  "formula": "C6H10",
  "method": "the ωB97M-V functional and the def2-TZVPD basis",
  "smiles": "C1CC2(C1)CC2",
  "energy_ha": -234.551077,
  "species": ["C", "C", "C", "C", "C", "C", "H", "H", "H", "H", "H", "H", "H", "H", "H", "H"],
  "xyz": [[-0.74888, 1.54305, 0.37101], [0.57746, 1.18204, -0.32953], [0.14997, -0.27887, -0.18673], [-1.30883, 0.18783, -0.12782], [0.63005, -1.30244, 0.80298], [0.82108, -1.51756, -0.67668], [-1.26684, 2.46430, 0.08932], [-0.60917, 1.52099, 1.45656], [0.52515, 1.46900, -1.38933], [1.52801, 1.53094, 0.08502], [-1.76478, 0.29052, -1.11960], [-1.98621, -0.36459, 0.53105], [1.50520, -1.16374, 1.43198], [-0.16573, -1.87781, 1.27455], [0.27392, -2.30905, -1.18022], [1.83959, -1.37462, -1.03257]],
  "atomic_forces_ev_per_a": [[-0.094, 0.168, 0.078], [0.181, 0.024, 0.024], [0.020, -0.068, -0.002], [-0.163, -0.122, -0.013], [0.033, -0.005, 0.216], [0.009, -0.071, -0.215], [0.090, -0.158, -0.018], [-0.096, 0.024, -0.141], [0.084, -0.071, 0.190], [-0.138, -0.119, 0.065], [0.095, -0.036, 0.111], [0.093, 0.076, -0.112], [-0.092, 0.160, -0.160], [0.191, 0.105, -0.042], [-0.014, 0.153, 0.069], [-0.198, -0.059, -0.051]],
  "nbo_charge": [-0.39, -0.39, -0.06, -0.39, -0.42, -0.42, 0.20, 0.20, 0.20, 0.20, 0.20, 0.20, 0.21, 0.21, 0.21, 0.21]
}

---

No. 2
{
  "formula": "C6H10",
  "method": "the ωB97M-V functional and the def2-TZVPD basis",
  "energy_ha": -234.368287,
  "species": ["C", "C", "C", "C", "C", "C", "H", "H", "H", "H", "H", "H", "H", "H", "H", "H"],
  "xyz": [[-0.27326, 0.72332, 2.14946], [-0.39623, 0.64230, 0.73077], [-0.14052, -0.56451, -0.02554], [-0.58174, -1.74651, 0.62406], [0.80449, 0.77600, -2.12282], [0.37509, -0.44326, -1.30768], [-1.20948, 0.10884, 1.68124], [-0.50106, 1.63616, 2.67453], [0.48256, 0.04634, 2.51968], [0.19936, 1.62922, -1.81091], [-0.29794, 1.52259, 0.08229], [-1.00417, -1.77960, 1.61734], [-0.56653, -2.65055, 0.03188], [1.87079, 0.97778, -2.03872], [0.47233, 0.50368, -3.11686], [0.76632, -1.38179, -1.68871]],
  "atomic_forces_ev_per_a": [[-0.552, -0.376, -1.977], [4.646, 1.564, -2.357], [-2.237, -1.108, 2.148], [0.822, 0.249, -0.954], [-1.504, -1.126, 1.138], [1.217, 0.617, -0.227], [-1.127, -0.261, 2.287], [-0.119, 0.063, -0.142], [-0.592, -0.670, 0.465], [0.332, 0.337, -0.133], [-1.327, 0.346, 0.543], [0.120, 0.049, -0.007], [-0.037, -0.184, 0.250], [-0.002, 0.143, -0.279], [0.509, 0.396, -0.575], [-0.149, -0.040, -0.181]],
  "nbo_charge": [-0.54, 0.00, -0.14, -0.79, -0.64, -0.18, 0.34, 0.24, 0.28, 0.19, 0.24, 0.18, 0.20, 0.21, 0.22, 0.19]
}

---

No. 3
{
  "formula": "C6H10",
  "method": "the ωB97M-V functional and the def2-TZVPD basis",
  "smiles": "C1=C[C@H]2C[C@H]2C1.[H][H]",
  "energy_ha": -234.532337,
  "species": ["C", "C", "C", "C", "C", "C", "H", "H", "H", "H", "H", "H", "H", "H", "H", "H"],
  "xyz": [[-1.40533, -0.17065, -0.17955], [-0.96145, 0.94951, 0.39647], [0.41754, 1.29443, -0.06247], [1.49590, 0.29075, 0.26996], [0.78777, 0.20736, -1.04919], [-0.40226, -0.74391, -1.15782], [-2.35667, -0.65056, 0.03292], [-1.50879, 1.53410, 1.13043], [0.69257, 2.33474, -0.21312], [2.52569, 0.63979, 0.25680], [1.28538, -0.46213, 1.02610], [1.35150, 0.44699, -1.94530], [-0.80912, -0.77758, -2.17689], [-0.12496, -1.77319, -0.89410], [-0.29939, -1.76929, 2.52138], [-0.68837, -1.35037, 2.04437]],
  "atomic_forces_ev_per_a": [[0.075, 0.221, 0.085], [-0.080, -0.242, -0.118], [-0.075, 0.204, -0.017], [0.125, -0.078, 0.134], [0.024, -0.036, -0.163], [0.016, -0.017, -0.021], [0.131, 0.080, -0.009], [0.084, -0.087, -0.101], [-0.015, -0.177, 0.012], [-0.192, -0.037, -0.016], [-0.029, 0.153, -0.137], [-0.081, -0.035, 0.140], [0.059, 0.032, 0.141], [-0.050, 0.112, -0.041], [-0.047, -0.029, 0.017], [0.055, -0.063, 0.093]],
  "nbo_charge": [-0.19, -0.19, -0.27, -0.41, -0.22, -0.44, 0.21, 0.21, 0.22, 0.22, 0.22, 0.22, 0.22, 0.22, -0.01, 0.00]
}

---

Values for energy above the lowest of the compared OMol25 structures with the same formula, charge and spin, eV, ordered as above
1.400; 6.374; 1.910
Values for LUMO level, eV, ordered as above
1.2; -1.1; 1.3
Values for orbital gap, eV, ordered as above
11.073; 4.514; 10.140